# 1
{"formula": "C5H16N2O", "method": "ωB97M-V/def2-TZVPD", "smiles": "CCCO.NCCN", "largest_force_ha_per_bohr": 0.0233, "homo_lumo_gap_ev": 9.9, "lumo_ev": 0.8, "energy_ha": -384.8318, "elements": ["C", "O", "C", "C", "H", "H", "H", "H", "H", "H", "H", "C", "N", "C", "N", "H", "H", "H", "H", "H", "H", "H", "H", "H"], "xyz": [[2.0588, -1.3844, -0.4597], [0.8291, -1.6704, -1.0424], [2.3936, 0.1020, -0.4252], [2.4410, 0.7269, -1.8123], [2.8259, -1.8978, -1.0490], [2.1508, -1.7882, 0.5621], [3.3673, 0.2315, 0.0479], [1.6647, 0.6257, 0.1951], [2.7873, 1.7578, -1.7856], [1.4643, 0.6850, -2.2926], [3.1296, 0.1679, -2.4441], [-2.6177, 0.5664, 1.2965], [-2.5889, 2.0084, 1.5150], [-1.3941, 0.1363, 0.5012], [-1.2716, -1.3089, 0.3262], [-3.5231, 0.2143, 0.7947], [-2.5987, 0.0753, 2.2697], [-2.7879, 2.4833, 0.6451], [-3.3315, 2.2736, 2.1438], [-0.5034, 0.4920, 1.0148], [-1.4066, 0.5917, -0.4901], [0.0295, -1.5293, -0.4236], [-1.1537, -1.8225, 1.1807], [-1.9647, -1.7366, -0.2684]]}

---

# 2
{"formula": "C5H16N2O", "method": "ωB97M-V/def2-TZVPD", "smiles": "CC(C)CNCN.O", "largest_force_ha_per_bohr": 0.0516, "homo_lumo_gap_ev": 9.2, "lumo_ev": 0.7, "energy_ha": -384.7900, "elements": ["C", "C", "C", "C", "N", "C", "N", "H", "H", "H", "H", "H", "H", "H", "H", "H", "H", "H", "H", "H", "H", "H", "H", "O"], "xyz": [[0.1114, 0.1673, 0.3468], [-1.2050, 0.8316, -0.2093], [-0.8720, 1.3953, -1.6005], [-2.4377, -0.0431, -0.1897], [0.0376, -1.0085, 1.1720], [1.2673, -1.3280, 1.9423], [2.3205, -0.3234, 2.0875], [0.5428, -0.1217, -0.6159], [0.6546, 1.0528, 0.6945], [-1.4287, 1.7667, 0.3847], [-0.0625, 2.0965, -1.7016], [-0.9961, 0.5835, -2.3129], [-1.6031, 2.1304, -2.0217], [-2.1234, -0.9507, -0.7192], [-3.2220, 0.3663, -0.8265], [-2.7733, -0.4505, 0.7665], [-0.7567, -0.9835, 1.7905], [1.8290, -2.1622, 1.4705], [0.8338, -1.6690, 2.9294], [1.9836, 0.5403, 2.4751], [2.9056, -0.2902, 1.2751], [2.4195, -0.2596, -2.5145], [1.1209, -1.0874, -2.1446], [1.4537, -0.2529, -2.4784]]}